# 1
{
  "formula": "C16H37MnN6OSi4",
  "method": "wB97M-V/def2-TZVPD",
  "relative_energy_kj_mol": 95.16,
  "spin_multiplicity": 6,
  "charge": 1,
  "species": ["Mn", "O", "C", "C", "C", "C", "C", "C", "N", "H", "H", "H", "H", "H", "H", "H", "N", "N", "N", "C", "N", "N", "H", "H", "H", "C", "Si", "C", "C", "Si", "Si", "C", "C", "C", "Si", "C", "C", "C", "H", "H", "H", "H", "H", "H", "H", "H", "H", "H", "H", "H", "H", "H", "H", "H", "H", "H", "H", "H", "H", "H", "H", "H", "H", "H", "H"],
  "xyz": [[-0.077908, -0.206215, 0.558708], [0.183661, 0.552358, -1.549125], [-0.901630, 1.351288, -2.027806], [-1.644135, 1.977170, -0.876156], [-2.678895, 2.863341, -1.138388], [-3.366894, 3.427499, -0.082323], [-2.992774, 3.090964, 1.212439], [-1.954317, 2.203454, 1.383889], [-1.293817, 1.639541, 0.363431], [0.831464, 0.431574, -2.250589], [-1.588106, 0.722827, -2.601501], [-0.527393, 2.142122, -2.678958], [-2.929788, 3.113701, -2.161641], [-4.172615, 4.126986, -0.261219], [-3.498047, 3.511018, 2.070342], [-1.631299, 1.918375, 2.377777], [0.665554, -0.042067, 4.928960], [1.305148, 0.102328, 3.730426], [2.482068, 0.660307, 3.617317], [2.756828, 0.451233, 2.334066], [1.776487, -0.211273, 1.713795], [0.840645, -0.424274, 2.651333], [0.962636, 0.674239, 5.577547], [-0.337151, -0.119252, 4.795109], [3.673955, 0.763899, 1.864940], [-1.299831, -2.714269, -2.738434], [-2.731776, -2.595849, -1.507106], [-3.971151, -1.298745, -2.086373], [-3.607462, -4.245794, -1.396757], [-1.835605, -1.836657, 0.538625], [-3.539422, -1.728932, 2.127372], [-4.398031, -3.331894, 2.554785], [-4.831659, -0.461532, 1.618944], [-2.665640, -1.076052, 3.686205], [-0.165598, -3.581424, 1.236578], [0.821188, -3.446514, 2.827686], [0.993512, -3.564566, -0.248580], [-1.198109, -5.138720, 1.326785], [-1.566631, -2.317577, -3.722704], [-0.995357, -3.753629, -2.881475], [-0.432351, -2.161607, -2.374881], [-4.046087, -1.256826, -3.176600], [-3.708807, -0.298048, -1.728385], [-4.968329, -1.522725, -1.698220], [-4.121393, -4.476616, -2.334928], [-4.356293, -4.237058, -0.601976], [-2.914468, -5.061458, -1.194038], [-4.857739, -3.787621, 1.675744], [-5.192046, -3.154803, 3.286448], [-3.703032, -4.056890, 2.982006], [-5.572062, -0.906445, 0.948825], [-4.384929, 0.388936, 1.096925], [-5.367741, -0.074637, 2.490861], [-2.056381, -1.863551, 4.142592], [-3.366700, -0.710845, 4.443213], [-2.005993, -0.248453, 3.399012], [1.717757, -2.836293, 2.705110], [1.142292, -4.446220, 3.131671], [0.235360, -3.022912, 3.647266], [1.297225, -2.541511, -0.491789], [0.502233, -3.981859, -1.126798], [1.905132, -4.143444, -0.069089], [-1.929971, -5.068453, 2.133439], [-0.576231, -6.019864, 1.523514], [-1.737374, -5.312527, 0.398324]],
  "forces_ev_per_angstrom": [[-0.42, 0.47, -0.91], [0.11, 0.23, 0.19], [-0.07, -0.09, -0.06], [0.02, -0.06, -0.07], [-0.02, 0.08, -0.08], [0.05, -0.02, 0.03], [-0.02, 0.06, 0.01], [0.00, -0.02, 0.11], [0.21, 0.26, 0.05], [0.00, -0.12, 0.03], [-0.02, -0.02, 0.00], [0.04, 0.00, -0.02], [0.00, -0.04, 0.01], [0.00, -0.03, 0.00], [0.02, -0.02, 0.00], [-0.03, -0.04, 0.00], [0.04, -0.17, 0.14], [-0.10, 0.09, 0.18], [0.18, -0.12, 0.04], [0.09, -0.04, -0.16], [-0.10, 0.28, 0.54], [0.25, 0.11, 0.02], [0.00, 0.09, -0.08], [0.00, 0.03, -0.04], [-0.04, 0.04, 0.01], [-0.10, 0.05, -0.18], [0.40, 0.13, 0.26], [-0.08, 0.14, -0.02], [-0.14, -0.04, -0.11], [0.15, -1.44, 0.34], [0.43, 0.27, 0.09], [-0.07, -0.08, 0.06], [-0.10, 0.08, -0.03], [-0.07, 0.02, 0.17], [-1.37, 0.62, -0.70], [0.04, 0.16, 0.12], [0.31, -0.32, 0.21], [0.42, -0.43, 0.12], [-0.04, -0.04, 0.03], [0.02, 0.03, 0.00], [0.02, 0.00, -0.05], [0.00, -0.07, 0.02], [0.00, -0.03, -0.02], [0.03, 0.02, 0.01], [0.01, 0.03, 0.02], [0.01, -0.02, -0.02], [-0.02, 0.00, -0.04], [0.02, 0.00, 0.01], [0.03, 0.00, -0.01], [-0.04, 0.02, -0.01], [0.04, 0.02, 0.00], [0.00, -0.03, 0.01], [-0.01, -0.05, -0.02], [0.01, 0.03, -0.06], [0.02, -0.03, -0.02], [-0.04, 0.00, 0.00], [0.01, -0.06, 0.00], [-0.01, 0.00, -0.03], [0.01, -0.05, -0.01], [0.06, -0.01, -0.03], [-0.01, 0.03, 0.01], [-0.01, 0.02, -0.03], [0.02, 0.02, -0.03], [-0.07, 0.00, 0.00], [-0.01, 0.03, 0.03]],
  "nbo_charge": [1.365, -0.768, -0.102, 0.215, -0.232, -0.120, -0.239, 0.061, -0.565, 0.519, 0.219, 0.210, 0.238, 0.241, 0.243, 0.200, -0.587, 0.217, -0.231, 0.161, -0.408, -0.118, 0.409, 0.412, 0.242, -1.113, 1.328, -1.113, -1.111, -0.866, 1.318, -1.111, -1.112, -1.106, 1.353, -1.120, -1.113, -1.120, 0.236, 0.244, 0.217, 0.239, 0.218, 0.245, 0.244, 0.237, 0.235, 0.241, 0.243, 0.238, 0.244, 0.224, 0.238, 0.233, 0.239, 0.187, 0.222, 0.250, 0.234, 0.197, 0.248, 0.242, 0.237, 0.236, 0.237]
}

# 2
{
  "formula": "C16H37N2O9S2",
  "method": "wB97M-V/def2-TZVPD",
  "charge": -1,
  "species": ["N", "C", "C", "C", "S", "O", "O", "N", "S", "O", "O", "C", "C", "C", "C", "C", "C", "C", "C", "H", "H", "H", "H", "H", "H", "H", "H", "H", "H", "H", "H", "H", "H", "H", "H", "H", "C", "O", "H", "H", "H", "H", "C", "O", "H", "H", "H", "H", "C", "O", "H", "H", "H", "H", "C", "O", "H", "H", "H", "H", "C", "O", "H", "H", "H", "H"],
  "xyz": [[-3.795728, 4.596903, 0.676719], [-2.447786, 3.933329, 0.802880], [-2.400950, 2.750643, -0.247997], [-3.568498, 1.751372, 0.174873], [-3.025725, 0.032577, -0.160148], [-4.164056, -0.623323, -0.846547], [-1.907523, 0.032166, -1.133830], [-2.727987, -0.867979, 1.211225], [-2.188224, 0.062806, 2.476478], [-3.330691, 0.478585, 3.307919], [-1.268598, 1.156338, 2.105543], [-1.193774, -1.109364, 3.511775], [0.350324, -0.828715, 3.459598], [1.068868, -1.507475, 2.239483], [2.206863, -2.413632, 2.421845], [2.793541, -3.028559, 1.247577], [2.337818, -2.809086, -0.115536], [1.232947, -1.880695, -0.300420], [0.645850, -1.266639, 0.873175], [-3.970569, 5.000100, 1.598324], [-3.644755, 5.337355, -0.017323], [-2.369734, 3.535085, 1.851312], [-1.592605, 4.652289, 0.683603], [-2.496745, 3.099619, -1.302828], [-1.389036, 2.283350, -0.111419], [-3.930616, 1.934402, 1.210862], [-4.404626, 1.963979, -0.543033], [-1.571969, -1.164761, 4.560805], [-1.342213, -2.140332, 3.082682], [0.792171, -1.334644, 4.366062], [0.623083, 0.250223, 3.552949], [2.589509, -2.624361, 3.443464], [3.651995, -3.727133, 1.407540], [2.769124, -3.297055, -1.014617], [0.798257, -1.610663, -1.289902], [-0.196038, -0.561771, 0.711211], [0.932276, 1.168292, 6.708525], [1.593519, -0.091608, 6.703386], [-0.022525, 1.066240, 6.195600], [0.757821, 1.487465, 7.739818], [1.545613, 1.907638, 6.187166], [2.432543, 0.026535, 7.160976], [1.049696, -5.900699, -1.959908], [1.750595, -5.055204, -2.864507], [1.765383, -6.548379, -1.456099], [0.527888, -5.291996, -1.218006], [0.332372, -6.513885, -2.511899], [1.094578, -4.494244, -3.294329], [-6.115635, 6.214989, -2.283015], [-5.228956, 5.108515, -2.326377], [-6.374693, 6.494016, -3.303583], [-7.026100, 5.942639, -1.742000], [-5.631596, 7.063321, -1.789641], [-5.014076, 4.879296, -1.411850], [4.373098, -3.296576, -3.795216], [4.384033, -2.152529, -2.953076], [3.449576, -3.848072, -3.628708], [4.423640, -2.982915, -4.842083], [5.225877, -3.937875, -3.554644], [5.209206, -1.685225, -3.120561], [4.946135, 0.144766, -6.146947], [6.075727, -0.688383, -6.385053], [4.084099, -0.274434, -6.662119], [4.741260, 0.187148, -5.074538], [5.143272, 1.149625, -6.529424], [6.821108, -0.295239, -5.918876]],
  "forces_ev_per_angstrom": [[1.24, 0.24, 0.12], [-0.24, -0.65, -0.46], [0.53, 0.24, 2.06], [0.80, 1.17, -1.22], [-1.04, -2.80, -2.63], [0.46, 0.82, 1.55], [-0.19, 0.87, 1.99], [0.84, 2.64, 0.39], [-0.84, -0.34, 0.17], [1.03, -0.24, -0.44], [-0.68, -0.82, 0.12], [0.56, -0.99, -0.62], [0.71, -1.05, 0.13], [1.04, -0.65, -1.31], [-1.31, 0.75, -1.98], [-0.37, 0.21, -0.19], [-1.42, 1.39, 1.42], [0.70, -0.46, 2.14], [0.45, -0.36, 0.11], [-0.29, 0.35, -0.59], [-0.33, 0.04, 0.64], [-0.01, 0.03, -1.14], [-0.70, -0.51, -0.10], [-0.07, -0.21, 0.84], [-1.08, 0.18, -0.36], [0.45, -0.48, -0.72], [0.60, -0.77, 0.80], [0.10, 0.60, -0.91], [-0.08, 1.07, 0.28], [-0.46, 0.56, -0.74], [-0.48, -0.77, -0.29], [-0.25, 0.10, -0.91], [-0.81, 0.65, -0.17], [-0.10, 0.30, 1.01], [0.52, -0.36, 0.89], [0.74, -0.63, 0.03], [0.28, -0.07, 0.10], [0.02, -0.11, 0.05], [0.09, -0.08, -0.01], [-0.13, 0.18, -0.06], [-0.18, 0.15, 0.00], [-0.09, -0.10, -0.10], [-0.23, 0.26, -0.10], [0.03, -0.06, -0.14], [0.06, 0.09, -0.09], [-0.03, -0.17, 0.11], [-0.05, -0.12, 0.18], [0.12, 0.00, 0.10], [0.20, -0.29, 0.25], [0.04, 0.12, 0.01], [0.05, -0.06, 0.02], [-0.10, 0.20, -0.04], [-0.18, 0.16, -0.04], [-0.04, -0.26, -0.11], [0.14, 0.17, -0.14], [0.00, 0.17, 0.09], [0.15, 0.10, 0.12], [0.05, -0.20, -0.08], [-0.07, -0.17, -0.16], [-0.14, -0.02, 0.09], [0.29, 0.10, 0.19], [0.09, -0.12, -0.05], [0.11, -0.06, 0.01], [-0.24, 0.12, -0.06], [-0.22, 0.06, 0.04], [-0.06, -0.11, -0.10]],
  "nbo_charge": [-0.868, -0.224, -0.420, -0.665, 2.202, -0.992, -0.984, -1.148, 2.204, -0.989, -1.003, -0.647, -0.437, -0.040, -0.244, -0.227, -0.243, -0.232, -0.145, 0.358, 0.341, 0.212, 0.164, 0.206, 0.253, 0.260, 0.254, 0.238, 0.250, 0.219, 0.239, 0.206, 0.196, 0.231, 0.231, 0.241, -0.249, -0.721, 0.197, 0.154, 0.163, 0.458, -0.248, -0.738, 0.178, 0.186, 0.158, 0.470, -0.244, -0.729, 0.176, 0.161, 0.153, 0.480, -0.259, -0.719, 0.212, 0.158, 0.153, 0.455, -0.249, -0.726, 0.187, 0.171, 0.159, 0.459]
}

Calculated total energy, -91006.264; -60267.470 eV (same order as the records).